# 1
2 unconnected molecules or ions with the total composition C3H6O4 in a non-equilibrium geometry, computed with wB97M-V/def2-TZVPD.

```
13
Properties=species:S:1:pos:R:3
C -1.414 0.248 0.134
C 2.072 -0.296 -0.313
C -0.345 1.022 0.219
O 1.050 -0.356 0.661
O -1.426 -1.131 0.331
O -2.657 0.849 0.010
O 0.245 2.028 0.037
H -2.119 -1.336 0.971
H -2.923 0.907 -0.917
H 0.491 -1.141 0.532
H 1.700 -0.548 -1.308
H 2.442 0.729 -0.317
H 2.884 -0.975 -0.041
```

Properties
* SMILES: O=C=C(O)O.CO
* total charge: 0
* relative energy (zero: lowest compared OMol25 entry of this formula, charge and spin): 3.1321 eV

Electronic structure analysis, natural (NBO) charges in units of e:
1. C 0.22
2. C -0.26
3. C 0.60
4. O -0.67
5. O -0.72
6. O -0.69
7. O -0.53
8. H 0.49
9. H 0.48
10. H 0.51
11. H 0.18
12. H 0.21
13. H 0.18



# 2
A molecular structure, C3H6O4S in a non-equilibrium geometry, computed with wB97M-V/def2-TZVPD.

```
14
Properties=species:S:1:pos:R:3
C 1.442 -1.004 -0.625
C -2.307 0.045 0.875
C 2.434 0.025 -0.216
O -1.235 -0.694 -1.472
O -0.317 1.329 -0.180
O 2.058 -1.198 0.475
O 2.222 1.190 0.383
S -0.643 -0.078 -0.076
H -2.055 0.504 1.728
H -2.959 0.729 0.167
H -2.721 -0.955 1.082
H 3.305 -0.146 -0.766
H -0.486 -1.189 -1.939
H 1.264 1.440 0.563
```

Properties
* total charge: 0
* relative energy (zero: lowest compared OMol25 entry of this formula, charge and spin): 5.1071 eV

Electronic structure analysis, natural (NBO) charges in units of e:
1. C 0.12
2. C -0.76
3. C 0.22
4. O -0.89
5. O -0.98
6. O -0.44
7. O -0.70
8. S 1.54
9. H 0.21
10. H 0.25
11. H 0.23
12. H 0.17
13. H 0.53
14. H 0.52



| no. | electronic energy (eV) | frontier orbital gap (eV) |
| --- | --- | --- |
| 1 | -11395.561 | 8.496 |
| 2 | -22228.245 | 8.774 |